Molecular formula: C29H22BN8S2Sr
Method: DFT, the ωB97M-V functional and the def2-TZVPD basis

Values from the calculation:
Relative energy (zero: lowest compared OMol25 entry of this formula, charge and spin) = 4.4 kcal/mol
HOMO-LUMO gap = 0.2645 Eh
Lowest unoccupied orbital energy = -3.545 eV

```
! RIJCOSX wB97M-V def2-TZVPD def2/J DEFGRID3
* xyz 1 1
Sr -0.6229 0.6231 -0.3611
C -5.1343 0.8644 -1.4365
C -3.9044 0.1974 -1.6852
N -2.8620 1.0399 -1.5965
N -3.3702 2.2277 -1.3594
C -4.7690 2.1497 -1.2234
B -2.5691 3.4486 -0.8526
N -1.2490 3.6675 -1.5827
C -0.9889 4.9000 -2.0656
C 0.3773 5.0290 -2.3286
C 0.8954 3.7788 -1.9287
N -0.0691 2.9732 -1.4784
N -2.4034 3.1958 0.7257
C -2.7243 4.0691 1.7175
C -2.3235 3.5165 2.9024
C -1.8116 2.2642 2.6124
N -1.8622 2.0792 1.2775
H -6.0746 0.4244 -1.2890
H -3.8024 -0.8241 -1.9370
H -5.4139 3.0603 -1.0615
H -3.3048 4.4019 -1.0065
H -1.7155 5.6929 -2.1195
H 0.8900 5.8679 -2.6682
H 1.9069 3.4144 -1.9457
H -3.0822 5.0660 1.6671
H -2.5995 3.8896 3.8831
H -1.4059 1.5804 3.3484
S 5.0188 3.0032 0.2109
C 6.6690 3.3564 0.4970
C 7.3412 2.2284 0.9576
C 6.5109 1.0413 0.8296
C 5.2200 1.3181 0.5559
C 4.1810 0.2530 0.4108
C 2.8734 0.6575 0.0762
N 1.8399 -0.1548 -0.0664
C 2.0429 -1.4982 0.0657
C 3.2853 -1.9997 0.3769
C 3.4474 -3.3958 0.6958
C 2.4385 -4.2969 0.7274
C 1.1207 -3.8149 0.4489
C 0.0597 -4.6697 0.3336
C -1.1984 -4.1807 0.1755
C -1.3896 -2.8092 -0.0321
N -0.3663 -1.9649 -0.0491
C 0.9378 -2.4314 0.1297
C -2.3078 -5.0744 -0.0119
C -3.5754 -4.8499 -0.4869
C -4.3224 -6.0308 -0.3649
C -3.7805 -7.0575 0.3308
S -2.1653 -6.6184 0.7470
C 4.3680 -1.1205 0.4843
H 6.9562 4.4334 0.5136
H 8.3488 2.1935 1.3264
H 6.8903 0.0392 1.0579
H 2.7451 1.7022 -0.1027
H 4.4499 -3.7763 0.8641
H 2.6973 -5.3691 0.8912
H 0.1962 -5.7194 0.5644
H -2.4146 -2.4434 0.0811
H -3.9297 -3.9865 -1.0323
H -5.3546 -6.0040 -0.6623
H -4.1970 -8.0433 0.5619
H 5.3564 -1.5141 0.6863
*
```


Molecular formula: C29H22ClIrN7O7S
Method: DFT, the ωB97M-V functional and the def2-TZVPD basis

Values from the calculation:
Relative energy (zero: lowest compared OMol25 entry of this formula, charge and spin) = 0.0 kcal/mol
HOMO-LUMO gap = 0.3300 Eh
Lowest unoccupied orbital energy = -2.869 eV

```
! RIJCOSX wB97M-V def2-TZVPD def2/J DEFGRID3
* xyz 1 1
Ir -0.3025 0.0945 0.7110
O 4.9036 0.2475 3.3821
C 5.0976 0.1732 2.0764
O 6.1901 0.1657 1.5817
C 3.8799 0.0864 1.2038
C 3.9069 -0.0485 -0.1760
Cl 5.2077 -0.1895 -1.2380
N 2.6357 -0.1068 -0.6348
N 1.7774 0.0042 0.3952
C 2.5063 0.1187 1.4971
C 1.7273 0.2855 2.7564
O 2.2675 0.3626 3.8438
O 0.4436 0.3606 2.5766
C 2.2025 -0.1472 -1.9991
C 2.4625 0.9358 -2.8212
C 2.0621 0.8783 -4.1461
C 1.3950 -0.2403 -4.6270
C 1.1488 -1.3220 -3.7912
C 1.5705 -1.2846 -2.4714
H 3.9499 0.2323 3.6421
H 2.9764 1.8053 -2.4316
H 2.2696 1.7123 -4.8029
H 1.0836 -0.2775 -5.6624
H 0.6558 -2.2051 -4.1748
H 1.4549 -2.1392 -1.8210
S -0.6611 4.5457 1.4038
C -0.5900 2.8664 1.6337
N -0.3646 2.1490 0.5656
C -0.2555 2.9538 -0.5791
C -0.0528 2.5354 -1.8949
C 0.0023 3.4989 -2.8802
C -0.1288 4.8611 -2.5836
C -0.3215 5.2855 -1.2876
C -0.3902 4.3153 -0.2903
H -0.7577 2.4041 2.5964
H 0.0533 1.4879 -2.1341
H 0.1556 3.1946 -3.9070
H -0.0792 5.5898 -3.3811
H -0.4249 6.3359 -1.0523
N -0.2714 -3.4380 5.0361
C -0.3972 -4.3158 4.0181
O -0.4656 -5.5156 4.1754
C -0.4477 -3.7540 2.6136
C -0.5634 -4.6606 1.5689
C -0.6258 -4.1895 0.2694
C -0.5513 -2.8298 0.0452
N -0.4133 -1.9537 1.0505
C -0.3826 -2.4068 2.3130
H -0.2329 -3.8146 5.9687
H -0.2175 -2.4430 4.9232
H -0.6117 -5.7153 1.8056
H -0.7322 -4.8630 -0.5689
H -0.6314 -2.3990 -0.9424
H -0.3065 -1.6354 3.0636
C -3.9234 -0.1959 -2.3462
N -3.7460 0.0088 -0.9101
C -4.7983 0.2810 -0.0477
C -4.6276 0.5425 1.2538
C -3.2866 0.5753 1.8479
O -3.0011 0.8631 2.9859
N -2.3113 0.1978 0.9242
C -2.5175 0.0028 -0.3678
O -1.4197 -0.1566 -1.0133
H -4.9792 -0.0993 -2.5796
H -3.5822 -1.1899 -2.6291
H -3.3598 0.5500 -2.9035
H -5.7746 0.2679 -0.5114
H -5.4799 0.7608 1.8788
*
```